ORCA calculation (wB97M-V/def2-TZVPD) on the molecule C2H3N3OS.

Values from the calculation:
- Energy relative to the best compared isomer or geometry (same formula, charge and spin): 2.906 eV
- Structure (SMILES): [H]/N=c1\ocnn1S
- Max |F|: 4.6 eV Å⁻¹
- HOMO-LUMO gap: 9.77 eV

XYZ file:
```
10
Properties=species:S:1:pos:R:3:mulliken_charge:R:1
H 1.4568 2.3843 -0.4732 0.28
N 0.3599 2.0630 -0.0742 -0.68
C 0.5121 0.7689 0.0997 0.55
O 1.8495 0.2341 0.0410 -0.33
C 1.6515 -1.0698 -0.0872 0.08
N 0.4219 -1.5812 -0.0105 -0.38
N -0.3629 -0.2256 0.3655 0.04
S -2.0007 -0.1829 -0.1658 -0.13
H 2.4363 -1.8037 -0.3097 0.38
H -2.5915 0.4868 1.0677 0.19
```